[1]
The following is a quantum chemistry calculation of a cluster of 3 separate species, C4H11NO2 in total in a non-equilibrium geometry, from the OMol25 dataset.

```
! wB97M-V def2-TZVPD RIJCOSX def2/J DEFGRID3
* xyz -1 2
N -0.49 -0.59 0.95
C 0.51 0.38 0.68
C 0.76 1.60 1.27
C 2.30 0.40 -1.16
C 1.59 -0.17 -0.12
H -0.57 -0.83 1.94
H -0.48 -1.42 0.39
H 1.46 2.27 0.75
H 0.22 2.12 2.05
H 2.58 -0.14 -2.07
H 2.17 1.45 -1.43
H 1.61 -1.26 -0.05
H -3.70 -0.31 2.22
H -2.90 -0.01 0.99
O -3.62 -0.61 1.30
H -0.12 -0.62 -3.17
H -1.09 -1.01 -2.08
O -0.25 -1.27 -2.47
*
```

⟨S²⟩: 0.7628
Energy above the lowest of the compared OMol25 structures with the same formula, charge and spin (kcal per mole): 64.6

---

[2]
The following is a quantum chemistry calculation of a cluster of 2 separate species, C28H34N3O2 in total in a non-equilibrium geometry, from the OMol25 dataset.

```
! wB97M-V def2-TZVPD RIJCOSX def2/J DEFGRID3
* xyz 1 1
C -5.03 -2.63 -4.52
C -4.26 -2.17 -3.28
N -3.76 -0.80 -3.38
C -2.87 -0.37 -2.40
C -2.99 0.88 -1.75
C -2.12 1.23 -0.73
C -1.00 0.44 -0.44
C -0.01 0.90 0.51
C 1.40 0.69 0.22
C 1.94 0.63 -1.10
C 3.30 0.50 -1.31
C 4.16 0.30 -0.20
N 5.52 0.05 -0.39
C 5.99 -1.21 0.17
C 7.52 -1.31 0.11
O 8.07 -0.85 -1.12
C 7.63 0.45 -1.50
C 6.11 0.51 -1.64
C 3.63 0.33 1.11
C 2.30 0.62 1.30
C -0.84 -0.80 -1.11
C -1.78 -1.21 -2.04
C -4.51 0.20 -4.12
C -5.12 -0.39 -5.38
O -5.82 -1.60 -5.13
H -4.32 -3.06 -5.25
H -5.77 -3.38 -4.22
H -4.92 -2.28 -2.41
H -3.41 -2.85 -3.14
H -3.78 1.58 -2.05
H -2.25 2.17 -0.18
H -0.22 1.81 1.08
H 1.31 0.75 -1.98
H 3.73 0.49 -2.32
H 5.67 -1.26 1.22
H 5.54 -2.08 -0.36
H 7.92 -0.75 0.97
H 7.80 -2.37 0.16
H 7.95 1.23 -0.77
H 8.11 0.62 -2.48
H 5.80 -0.09 -2.51
H 5.81 1.56 -1.80
H 4.30 0.17 1.96
H 1.91 0.79 2.31
H 0.02 -1.45 -0.91
H -1.66 -2.15 -2.59
H -5.31 0.64 -3.49
H -3.82 1.01 -4.40
H -5.90 0.29 -5.76
H -4.32 -0.52 -6.14
C -2.67 1.53 7.22
C -2.48 2.53 6.25
C -2.30 2.18 4.90
C -2.40 0.84 4.49
C -2.30 0.39 3.03
N -0.93 0.28 2.45
C -2.52 -0.14 5.48
C -2.69 0.19 6.82
H -2.78 1.80 8.28
H -2.49 3.58 6.56
H -2.10 2.97 4.17
H -2.77 -0.59 2.96
H -2.87 1.07 2.39
H -0.26 0.63 3.14
H -0.74 -0.72 2.30
H -2.48 -1.19 5.17
H -2.87 -0.60 7.56
*
```

Energy above the lowest of the compared OMol25 structures with the same formula, charge and spin (kcal per mole): 77.3

---

[3]
The following is a quantum chemistry calculation of a cluster of 2 separate species, C6H9O2 in total in a non-equilibrium geometry, from the OMol25 dataset.

```
! wB97M-V def2-TZVPD RIJCOSX def2/J DEFGRID3
* xyz 0 2
O -1.29 1.17 -1.83
C -1.14 -0.02 -1.92
C -1.61 -1.23 -2.19
H -2.63 -1.35 -2.54
H -0.97 -2.08 -1.98
H 0.47 -0.13 -0.78
C -0.45 2.17 2.03
C 0.50 1.50 1.37
O 0.52 0.15 1.31
C 1.21 -0.44 0.24
C 1.28 -1.87 0.36
H -1.34 1.67 2.41
H -0.38 3.26 2.10
H 1.23 2.01 0.73
H 2.20 0.03 0.09
H 0.54 -2.41 0.96
H 1.87 -2.44 -0.36
*
```

⟨S²⟩: 0.7562
Energy above the lowest of the compared OMol25 structures with the same formula, charge and spin (kcal per mole): 64.6

---

[4]
The following is a quantum chemistry calculation of a structure of composition C7H8AlCl2N2O3RhS in a non-equilibrium geometry, from the OMol25 dataset.

```
! wB97M-V def2-TZVPD RIJCOSX def2/J DEFGRID3
* xyz 4 5
Al -0.92 -0.30 -4.16
Rh -0.12 -0.26 -1.40
Cl -1.19 -2.22 -3.15
Cl -2.57 0.82 -4.98
C 0.97 1.16 -1.06
C 0.04 -1.07 -5.83
C 0.55 0.27 -5.93
O 1.65 2.08 -0.80
O 0.16 -2.06 -6.50
O 1.13 1.01 -6.66
S -1.80 -0.45 0.06
C -0.85 -0.35 1.50
N -1.42 -0.01 2.67
C -0.68 0.45 3.84
C 0.77 0.72 3.49
C 1.33 -0.39 2.62
N 0.47 -0.55 1.46
H -2.43 0.09 2.63
H -0.75 -0.32 4.61
H -1.17 1.35 4.21
H 1.36 0.79 4.40
H 0.86 1.67 2.97
H 1.38 -1.34 3.16
H 2.34 -0.15 2.27
H 0.86 -0.95 0.59
*
```

⟨S²⟩: 6.0692

---

[5]
The following is a quantum chemistry calculation of a structure of composition C5H14N2 in a non-equilibrium geometry, from the OMol25 dataset.

```
! wB97M-V def2-TZVPD RIJCOSX def2/J DEFGRID3
* xyz 0 1
C 0.50 -0.74 -1.33
C 0.92 -0.17 0.01
C 0.14 1.07 0.38
C -1.35 0.74 0.74
N -2.18 0.18 -0.26
C -2.53 -1.14 0.18
N 3.38 0.57 0.01
H -0.17 -0.07 -1.85
H -0.05 -1.67 -1.22
H 1.37 -0.95 -1.95
H 2.08 0.24 -0.11
H 1.02 -0.92 0.80
H 0.63 1.68 1.13
H 0.06 1.66 -0.54
H -1.80 1.70 1.02
H -1.32 0.16 1.68
H -1.62 -1.77 0.32
H -3.20 -1.66 -0.50
H -2.99 -1.16 1.18
H 3.78 1.25 -0.64
H 3.34 1.00 0.93
*
```

Energy above the lowest of the compared OMol25 structures with the same formula, charge and spin (kcal per mole): 159.0

---

DFT total energy across the listed records, respectively: -9908.6365; -38144.5170; -10457.6028; -61942.7749; -8385.7251 eV.